No. 1
Below is a 15-piece molecular cluster, C39H108O33S15 overall, with properties calculated with wB97M-V/def2-TZVPD.

Geometry as XYZ:
```
195
Properties=species:S:1:pos:R:3:forces:R:3
H 4.40827 1.07874 -5.35448 -0.1 -0.2 0.2
H 6.32927 -2.79830 -2.12139 -0.3 -0.1 0.1
H -4.23695 -0.95578 2.13115 0.0 0.0 0.3
O 6.04918 -1.82245 -3.91611 -0.2 1.3 -0.2
O -2.55692 2.43073 4.33041 -0.3 0.7 -0.5
O 3.41958 -0.10335 7.92991 -0.8 -0.5 0.0
H -7.60171 -2.09991 6.00779 0.8 -0.3 0.2
O 2.31453 1.06658 2.36223 1.0 -0.6 0.2
H 4.33186 -1.49948 0.68556 0.2 0.7 -0.5
H 0.97582 2.89162 -3.20013 -0.1 -0.1 0.9
C 6.17369 4.22342 -3.06181 0.6 -0.2 -1.8
H 2.98586 2.32571 4.40802 -0.4 -0.6 0.3
S 4.91772 -0.64129 -3.70329 0.6 0.8 -0.5
H -2.61744 3.70731 1.75320 0.1 -0.1 0.1
C 1.72006 6.04056 1.26438 0.9 -1.0 0.8
H 1.08530 -5.43141 0.73229 -0.1 0.0 0.0
O 5.13059 4.04439 -2.16213 -2.8 -0.5 1.4
H 4.93412 -3.35265 -3.16879 -0.1 0.1 0.6
H 0.67451 -1.58934 -2.82063 -0.7 0.1 0.2
H 0.97646 6.19743 2.04489 -0.4 0.3 -0.4
H -0.53116 -5.92978 1.34119 0.3 0.0 0.5
H 4.65102 -0.54327 3.55649 0.0 0.3 0.4
O 0.67008 -2.56144 1.24171 -0.6 -0.7 0.9
H -5.08998 3.16274 -2.28883 -0.4 -0.2 0.3
H -3.63017 -2.23420 -3.36972 0.8 0.3 -0.4
O 2.72069 -2.39732 8.78835 0.1 1.2 -1.0
H -1.60091 -2.82899 3.32718 -0.3 -0.4 0.2
C 5.86728 5.42057 -3.95332 1.2 0.0 0.3
H -6.68293 1.70989 1.30958 -0.1 0.5 0.1
H 5.28214 4.16589 7.70887 -0.4 0.3 0.0
H 5.09999 -1.35626 6.53794 0.8 -0.5 -0.1
H 5.95773 6.28715 -3.29727 -0.8 0.2 -0.2
H 6.57749 -5.09794 -3.27715 -0.1 0.2 0.6
H 1.56951 -1.71246 -1.34643 -0.2 0.0 0.2
O -2.01073 1.60559 -0.24605 0.2 0.3 -0.3
C -4.50530 -4.87953 -0.01203 0.2 0.2 0.9
C -3.24039 3.64501 -5.75756 1.1 -0.6 -1.6
S 2.44815 7.66932 0.89229 0.3 0.2 1.2
H 1.88880 -2.23437 4.13907 -0.6 -0.5 0.1
S 3.59030 3.63673 -2.66347 0.7 -0.5 -0.5
C 1.37934 -1.29756 4.37934 1.1 -0.7 -0.6
H -5.81317 -4.58883 -1.50361 0.0 0.6 -0.9
C 5.05747 0.20947 -5.30407 0.9 -1.5 0.3
H -5.06646 4.65283 3.20600 0.0 -0.1 -0.1
C 2.39376 3.06523 4.94998 0.2 -0.4 1.0
O -1.74610 -1.56543 -4.98109 0.8 -0.6 -0.1
H 6.31004 3.29808 -3.62869 0.0 0.0 -0.1
H 0.59699 2.96563 -5.45185 0.0 -0.4 0.0
H 6.11461 0.45852 -5.39531 -0.1 0.4 0.2
H -1.26318 -8.58712 -4.82646 -0.5 -0.3 -0.2
O 0.31993 0.79274 -0.63325 -0.1 2.3 1.4
O 2.84976 8.22682 2.24780 -0.6 -0.5 -1.2
O -4.09406 -8.42788 -4.08262 1.5 1.3 1.7
H -3.51152 3.36433 -1.56064 -0.1 0.3 0.4
H -0.71784 3.82019 -4.68941 -0.1 0.1 -0.3
C -3.74163 -1.29043 -2.83496 0.1 -1.6 1.4
S -0.56182 -1.25180 -5.84751 -0.6 1.8 -1.4
H -1.34885 -0.25027 1.83255 -0.7 0.6 -0.5
C 0.03982 2.36278 -3.37467 0.3 0.3 -1.1
O 2.27763 2.66843 6.34820 1.0 0.6 1.9
H -1.36167 -2.68355 -7.53794 -0.4 0.0 0.0
H -6.04479 1.12866 -0.20646 0.2 0.0 0.1
H -8.41277 -1.40744 3.16287 0.5 0.1 0.0
H 7.08116 4.35670 -2.47253 -0.1 0.1 0.1
H 1.39439 5.35830 0.47904 -0.5 0.8 -0.5
H -0.40281 -4.09328 -2.76486 0.1 0.5 -0.5
C -1.50969 -8.98131 -3.84249 -0.8 2.1 1.1
H -4.10513 -4.37497 -2.09308 -0.2 -0.2 -0.1
S -3.52675 -1.89854 -1.09546 -1.6 0.0 -0.6
O -3.02647 1.27123 -6.98892 1.3 1.1 0.7
C -1.06888 -4.51859 -3.51177 -0.9 -1.3 -1.8
H 7.85596 -4.05121 -3.80901 0.0 0.5 0.3
H 5.39253 -2.24049 8.15087 0.4 0.1 -0.3
H 1.63967 -2.30862 -6.25090 -0.1 0.5 0.2
O -2.36648 -2.78659 -0.95275 -1.7 1.3 -0.2
C 3.38319 -1.05015 0.98105 -0.2 -0.6 1.2
H 4.90719 -0.55797 -6.06287 -0.5 0.2 -0.1
O 2.85570 4.85074 -2.99927 0.9 -1.5 0.1
H -1.00341 -0.21964 -1.79654 -0.2 0.0 0.2
C -1.60240 -5.76160 -2.87306 0.2 0.6 1.3
S 3.59125 0.64805 1.69062 0.7 -0.8 -1.2
H -0.44725 -4.73181 0.12319 0.2 0.4 -0.1
H -0.75453 -8.54160 -3.19032 0.4 -0.9 0.2
H 3.02160 -1.78537 1.70491 -0.1 0.5 0.6
H -1.99092 -3.28173 1.63197 -0.1 0.2 0.0
S -3.01606 3.85589 4.18164 0.3 0.5 -0.1
H 6.64393 5.59928 -4.69903 0.0 -0.4 -0.1
C -2.49771 4.48572 2.50604 -0.2 -0.1 0.4
H -4.79633 -1.08378 -3.00648 0.1 0.8 0.5
H 1.54501 -0.75799 3.44786 0.0 0.7 0.4
O -1.33083 3.05309 -7.53863 -0.9 -0.5 0.6
H -6.76408 -0.77741 5.20337 0.3 -0.2 -0.3
C -8.52943 -1.65992 4.21859 -0.3 1.0 -0.2
O -4.94069 -2.80875 -1.09161 1.3 2.3 0.5
C -0.26455 2.83185 -4.79873 -0.5 0.2 0.6
H 4.58486 -3.13086 6.79992 0.5 0.1 -0.2
H 3.03824 3.94353 4.88714 -0.7 0.6 -0.1
H -9.13972 -2.56232 4.20760 0.3 -0.2 0.4
H 5.02666 1.27508 3.37749 0.3 -0.3 0.6
O -3.09255 -7.86990 -1.78554 0.1 -0.7 -1.6
H -2.72715 4.52851 -6.13542 -0.3 0.4 0.7
H -5.33392 -4.60201 0.64275 0.2 -0.1 0.4
H 6.45254 -4.37588 -4.76253 -0.2 0.6 -0.2
C -1.15915 -1.61119 -7.56865 0.5 -0.9 0.2
H -2.03994 -1.04236 -7.85850 0.0 0.1 0.6
C -4.47353 2.86627 -1.44042 0.3 -0.2 0.1
C 3.02700 3.04769 -1.07732 0.2 1.4 0.1
S 0.25554 -3.71037 2.15768 0.3 0.2 -1.0
O -3.79737 -0.82405 -0.15467 0.7 -1.3 -1.0
H -1.82126 -4.60504 2.77866 -0.2 0.3 0.6
H 2.08772 2.50099 -1.00552 0.3 -0.5 -0.8
C -4.82354 -4.17798 -1.29435 0.1 -2.0 -0.2
S -5.15753 3.27176 0.19439 0.5 1.4 -0.2
S -2.98726 -7.98561 -3.23241 0.0 -0.3 -1.4
C 5.97636 -3.03471 -3.12467 -0.6 0.3 -0.1
H -1.70236 -10.04856 -3.80525 0.1 0.2 0.2
O 3.63853 -1.33680 -3.64437 1.1 0.9 0.6
S -2.19291 2.39071 -6.58096 0.7 -0.4 0.7
C -7.23371 -1.74650 5.04321 -2.3 -0.2 -0.6
H 4.82898 2.48934 7.91811 0.0 -0.3 -0.5
O -2.47847 -6.49555 -3.74272 -0.5 -1.0 0.1
H -4.80513 2.88228 3.24805 -0.8 -0.1 0.2
H -3.07297 5.35559 2.18783 -0.3 -0.1 0.3
H 4.37645 7.98396 -0.51669 -0.2 0.1 0.1
C 4.83410 -2.15977 7.22148 -2.1 0.5 0.6
O 2.38740 -1.83120 6.44856 -0.6 0.1 0.6
H -0.43985 -1.49745 -8.38136 0.5 0.3 0.4
C 4.98264 0.28366 2.93013 -1.7 0.0 -0.7
C 4.67123 3.36630 7.29300 -1.3 0.3 0.4
H -4.18424 3.55522 -6.29152 -0.2 0.0 0.5
C -0.17621 -0.43164 -1.11494 -0.8 -1.1 -1.2
S -0.69193 1.67227 0.31404 0.4 -2.1 1.5
H -4.21453 1.80742 -1.41647 -0.2 -0.1 -0.2
O 2.58751 5.11614 7.04477 0.0 -3.1 0.7
H -7.33357 2.27525 -0.30875 -0.1 0.3 0.3
O 3.71353 2.53683 -3.61867 -0.3 1.7 0.7
H -9.13786 -0.84781 4.62309 -0.1 -0.1 0.1
C -6.46076 2.00900 0.28754 0.1 -0.2 -1.0
C -0.68560 0.61331 1.85143 0.6 0.6 -0.5
H -5.37142 -2.28141 1.80960 -0.2 0.3 -0.3
S 3.21255 -1.51582 7.74858 1.9 -1.4 1.7
H -1.46401 4.82019 2.58223 0.1 -0.4 0.1
H -2.08227 -5.37826 -1.97017 -0.5 -0.9 0.2
H 2.44174 5.39661 1.77704 0.5 0.4 0.1
C 0.93192 -1.03604 -1.91740 1.6 -0.4 -0.5
H -0.88858 1.32633 2.65059 -0.3 -0.2 0.1
H -2.99434 -0.52767 -3.03115 -0.2 -0.1 -0.3
O -5.66776 4.70501 0.10371 0.0 -1.7 0.1
H 3.04734 -0.27801 5.25865 0.0 0.1 0.3
H -5.42861 3.86986 4.72525 0.3 -0.6 0.1
H -3.24289 3.50978 -4.68029 -0.2 0.0 -0.1
H 3.89862 2.59956 -0.60730 -0.3 -0.2 0.2
H -3.57263 -4.50739 0.41271 0.0 -0.2 0.1
H 1.42172 0.01704 5.96115 0.6 0.0 1.1
H 2.59655 -1.12764 0.23363 0.4 0.7 -0.3
H -0.63938 -4.91826 -4.43486 1.0 0.6 0.1
H 0.29598 2.60806 5.23829 0.1 0.0 0.0
C 2.12029 -0.73828 5.60143 -1.5 0.9 -2.7
H 4.88829 3.25252 6.23293 0.1 -0.2 0.1
H 0.70544 4.18220 4.47964 -0.6 -0.2 -0.3
O 2.49288 3.24747 8.82783 -0.1 0.9 -3.3
O -1.21458 1.90578 -5.34342 -1.6 -0.3 -1.4
C 0.70794 -2.50964 -5.72694 -1.0 -1.1 0.1
S 2.82815 3.71105 7.46361 1.9 1.1 1.3
C 6.77066 -4.13080 -3.74628 0.6 -1.3 -1.1
H -1.88435 -3.91229 -3.90688 0.2 0.6 0.6
C 0.08573 -5.09674 1.00336 -0.3 -0.1 -0.4
H -0.77629 2.64731 -2.71211 0.2 0.1 0.2
C 4.04264 7.20982 0.17339 0.4 -0.4 -0.3
O 5.39748 0.35411 -2.73882 -1.0 -2.3 -0.7
H 0.18687 1.28780 -3.28570 0.2 0.1 -0.3
C -1.49984 -3.58955 2.55716 0.6 0.3 -1.0
H -0.48585 -1.12887 -0.33554 -0.1 0.3 0.2
H 4.75642 7.16946 0.99595 -0.2 0.0 0.2
O -0.09519 2.96244 0.56538 0.1 -1.2 -0.5
H 0.29978 -1.39977 4.47880 0.1 -0.3 0.4
O -6.44915 -2.72706 4.37299 2.8 -0.1 0.2
H 5.92901 0.00558 2.46977 -0.2 0.2 -0.4
H 0.29455 -3.44032 -6.12092 0.1 -0.1 0.1
C 0.94289 3.11977 4.53090 1.1 0.5 -1.2
H 4.90963 5.28538 -4.44948 0.0 0.4 0.1
H 2.74480 4.00304 -0.63111 0.5 0.0 0.5
H -0.70518 -6.32198 -2.60169 -0.3 -0.6 0.2
H 4.07334 6.26199 -0.36458 -0.3 0.0 0.0
S -4.85529 -2.31957 4.04697 -1.3 2.4 -0.4
C -4.80791 3.80086 3.83532 0.8 0.3 -0.7
H 0.96367 2.58898 3.57805 -0.8 0.5 -0.3
C -5.15045 -1.44206 2.46890 0.4 -1.2 0.6
H 0.28357 0.14134 2.01592 0.2 0.7 -0.4
H 0.80389 -2.62477 -4.64788 0.5 0.0 -0.1
H -4.49262 -5.96688 -0.07969 0.1 0.0 -0.3
H -5.98065 -0.74309 2.53482 0.0 -0.1 0.2
H 1.61538 -0.26509 -2.27836 -0.1 0.2 0.0
O -4.12848 -3.51881 3.75686 -0.6 0.1 0.5
O -4.38624 -1.32961 5.00306 -0.5 -1.6 -0.6
```
Positions in Å, forces in eV/Å.

Output
- Kohn-Sham gap: 8.34 eV
- HOMO: -8.590 eV

---

No. 2
Below is C39H18Cl3F4Ge2N6PdS2 as an isolated structure, with properties calculated with wB97M-V/def2-TZVPD.

Geometry as XYZ:
```
75
Properties=species:S:1:pos:R:3:forces:R:3
H -0.76847 -3.14406 -4.94962 0.0 0.0 0.0
C -3.44947 6.62539 0.69557 0.0 -0.1 0.0
H -3.99820 -5.18194 3.87614 0.0 0.0 0.0
H -0.06217 -2.37549 -2.72373 0.0 0.0 0.0
H 4.87768 -4.72954 -1.18711 0.0 0.0 0.0
C -3.82852 7.87524 0.17001 0.0 0.0 0.0
H -1.63523 -5.44369 -5.25622 0.0 0.0 0.0
C 1.97726 -5.63428 1.18095 0.0 0.0 0.1
Pd 1.10998 -0.23608 0.76352 -0.2 -0.1 0.0
C 3.23801 -2.23241 2.09221 0.0 0.0 0.0
C -3.23517 5.06430 2.57130 0.0 0.0 -0.1
C -2.90819 5.57201 -0.08892 0.0 0.0 0.0
C -2.56617 4.35468 0.41405 0.0 0.0 0.1
C -2.56155 -4.28892 0.94103 0.0 0.0 0.0
H -1.09117 -6.19640 -1.08174 0.0 0.0 0.0
Ge 0.12599 -3.64160 0.02867 0.0 0.1 0.1
C 4.29502 -4.02793 3.35214 0.0 0.1 -0.1
N -3.70699 8.56164 -2.30728 0.0 0.0 0.0
C -1.89998 -4.84000 3.57178 0.0 0.0 0.0
C 4.30648 -3.10625 2.31892 0.0 0.0 0.0
C -3.22510 -4.91568 3.16542 0.0 0.0 0.0
S 0.71513 -1.27410 2.77773 0.0 -0.1 0.0
C 2.11826 -3.22872 3.99490 0.0 0.0 0.0
C 5.40168 -4.92620 3.50094 0.0 -0.1 0.1
H 3.29010 -7.13272 1.98193 0.0 0.0 0.0
C 4.06226 -4.99265 -0.52342 0.0 0.0 0.0
C -1.32668 -5.10405 -4.27460 0.0 0.0 0.0
C -2.39892 2.73196 2.30516 0.0 0.0 -0.1
F -3.39269 4.88170 3.88396 0.0 0.0 0.1
H -0.62668 -1.26737 -0.62160 0.0 0.0 0.0
C -1.75834 1.72324 1.54285 0.0 0.0 0.0
H -1.63285 -5.04549 4.60126 0.0 0.0 0.0
N -1.22404 0.87534 0.97276 0.0 0.0 0.0
N 6.28950 -5.64908 3.62006 0.0 0.0 0.0
C 4.21774 -6.01999 0.39960 0.0 0.0 0.0
C 3.18411 -4.09191 4.20794 -0.1 0.0 0.0
C -3.55514 -4.63502 1.84764 0.0 0.0 0.0
H 1.26414 -3.27246 4.65996 0.0 0.0 0.0
H 5.15667 -6.55598 0.46842 0.0 0.0 0.0
Cl 1.94964 2.07714 1.71086 0.0 0.1 0.0
F -2.10545 3.44093 -0.44321 0.0 -0.1 0.0
C 0.23098 -1.72728 -0.12624 0.0 0.0 0.0
C 3.17120 -6.34284 1.24972 0.0 0.0 0.0
C -0.84138 -3.81619 -4.10287 0.0 0.0 0.0
C -0.91443 -4.48628 2.66177 0.1 0.0 0.0
C 2.87045 -4.28664 -0.58534 0.0 0.0 0.0
H -4.58824 -4.67778 1.52346 0.0 0.0 0.0
S 3.34448 -1.12363 0.76580 0.1 -0.1 0.0
C -2.72816 2.32873 3.62899 -0.1 0.1 0.1
C 1.81364 -4.59022 0.27351 0.0 0.0 0.0
C -3.57769 6.27946 2.06568 0.0 0.0 0.0
N -3.02962 1.96138 4.67950 0.1 0.0 0.0
H 5.15931 -3.07031 1.65468 0.0 0.0 0.0
F -4.05831 7.18948 2.92056 0.0 0.1 0.1
Ge 1.52624 3.12955 -0.32638 0.0 -0.1 0.0
Cl 1.40292 0.99659 -1.42402 0.0 0.1 0.0
H 2.77333 -3.47292 -1.29479 0.0 0.0 0.0
C -1.22489 -4.21311 1.33014 0.0 0.0 0.0
C -3.73049 8.21545 -1.20697 -0.1 0.0 -0.1
H -1.78822 -6.96632 -3.30749 0.0 0.0 0.0
H -2.83863 -4.07047 -0.08474 0.0 0.0 0.0
F -2.74059 5.76820 -1.39958 0.0 0.0 -0.1
C 2.11599 -2.30439 2.94944 0.0 0.0 0.0
Cl 3.67616 3.54158 -0.86673 0.0 0.0 0.0
H 1.17105 -5.90489 1.85424 0.0 0.0 -0.1
H 0.11179 -4.40729 3.00368 -0.1 0.0 0.0
C -4.37121 8.92773 0.95681 0.0 0.1 0.1
N -4.81150 9.83121 1.52374 0.0 0.0 0.0
C -0.44500 -3.38398 -2.84269 0.0 0.0 0.0
C -1.01686 -5.51832 -1.92643 0.0 0.0 0.0
C -2.71308 4.00348 1.78364 0.0 0.0 0.0
C 3.12225 -5.04037 5.27914 0.1 -0.1 0.0
N 3.07238 -5.80369 6.13962 0.0 0.0 0.0
C -0.53052 -4.22538 -1.73438 0.0 0.0 0.0
C -1.41321 -5.95709 -3.18196 0.0 0.0 0.0
```
Positions in Å, forces in eV/Å.

Output
- Net charge: -2
- Kohn-Sham gap (spin up / spin down): 6.81 / 4.98 eV
- Spin multiplicity: 4
- HOMO (spin up / spin down): -3.201 / -3.463 eV
- Energy relative to the best compared isomer or geometry (same formula, charge and spin): 1.0166 eV

---

No. 3
Below is C39H26CrO5 as an isolated structure, with properties calculated with wB97M-V/def2-TZVPD.

Geometry as XYZ:
```
71
Properties=species:S:1:pos:R:3:forces:R:3
O 1.49820 4.52508 3.52943 -0.3 1.8 -3.4
C -2.36875 -7.00809 -0.89907 -0.1 0.3 0.1
H 1.18308 8.33874 -1.14397 0.0 -0.5 0.1
C 4.89004 -3.35187 -0.76988 -0.2 0.0 -0.2
C 2.59172 -2.82538 -1.32985 0.1 0.4 -0.2
C -3.83614 -5.08866 -1.02546 0.3 -0.1 0.2
C 0.51362 2.16978 1.04100 0.8 1.1 -1.2
C -0.46500 0.63909 2.66926 -0.7 -0.1 0.4
C 2.17929 6.42129 -0.92532 0.3 0.1 -0.4
C 1.07523 7.28415 -0.87262 0.0 1.1 -0.6
C -1.40074 -0.93549 4.28703 0.0 0.2 -0.1
C -0.17117 -4.03229 -1.56084 0.2 -2.2 -0.7
O 0.67592 -4.74307 -2.12816 -1.2 1.2 1.0
H -4.53220 -7.13912 -1.00228 0.3 0.2 0.0
C -3.66603 -6.47519 -0.98409 0.3 0.2 -0.1
C 0.43968 7.44232 2.28047 -1.4 2.6 3.5
C -1.48238 1.56507 3.01829 -0.1 -0.4 0.2
H 4.05219 -4.58075 -3.85211 0.1 0.3 0.2
H -2.86053 -3.16472 -0.93058 -0.1 -0.3 -0.2
C -0.29406 5.44468 -0.07133 -1.4 -0.8 -0.1
Cr 1.30850 6.27787 1.04499 0.4 1.1 1.3
H -1.24103 5.07286 0.32786 0.3 0.2 -0.3
O 0.07195 8.08056 3.18429 1.0 -2.1 -3.3
C -0.16627 6.78607 -0.45079 -0.4 0.1 -0.2
H 2.00977 -3.26612 -3.36063 0.2 -0.3 0.3
H 5.96404 -4.53965 -2.22799 -0.3 0.1 0.1
C -2.71721 -4.23964 -1.00686 -0.2 0.0 -0.1
H 3.15730 6.80377 -1.22632 -0.3 -0.1 0.2
H -3.55374 -1.09048 -3.89911 0.2 0.0 0.3
H -1.68337 -2.67728 -3.44845 -0.2 0.3 0.2
C 0.68517 3.20746 0.40487 -0.4 0.6 -0.4
C 2.90269 7.02553 1.77671 3.4 1.8 2.5
H 2.92198 4.42807 -0.50360 -0.3 0.3 -0.1
C 0.01049 -2.59989 -1.34299 0.0 0.2 -0.4
C -1.26682 -6.16161 -0.96160 -0.1 0.0 -0.3
C -2.35300 0.31650 -1.02696 0.0 -0.3 -0.3
H -2.52689 1.14397 -0.33394 0.0 -0.3 -0.3
H -0.59123 -0.38793 0.00916 -0.4 0.0 -0.2
C 0.79290 4.54084 -0.16385 0.0 -1.4 1.1
C -2.40517 -0.00676 4.61466 0.2 -0.1 -0.2
O 3.77292 7.45797 2.41993 -2.8 -1.5 -2.5
C -0.44923 -0.62440 3.32267 0.1 0.3 -0.1
C 2.77876 -3.38020 -2.59843 0.3 -0.1 0.0
H -4.03717 0.76846 -2.30560 0.3 -0.2 0.0
C 5.02591 -4.03726 -1.98625 -0.3 0.1 0.1
C 2.04672 5.08130 -0.53826 1.0 -1.3 -0.7
C -1.28323 -0.54220 -0.81309 0.2 -0.1 0.1
H -1.47974 2.54091 2.52984 -0.1 -0.2 0.2
C -2.93106 -0.95373 -3.01352 0.1 -0.1 0.0
C -1.05112 -1.66540 -1.63647 -0.7 0.7 -0.2
H -3.15360 -0.25761 5.36857 0.2 0.1 -0.2
H -1.02770 7.45349 -0.37461 0.3 -0.2 0.1
H -1.36089 -1.90050 4.79725 0.0 0.3 -0.2
H -2.20801 -8.08240 -0.79829 -0.1 0.3 0.0
C -1.88563 -1.84195 -2.77054 0.2 0.1 0.3
H -0.25847 -6.57833 -0.93923 -0.3 0.2 -0.1
H -3.21849 1.96654 4.22558 0.2 -0.3 0.0
C -2.44411 1.23971 3.97304 0.3 0.0 -0.2
H 5.71963 -3.28378 -0.06446 -0.2 -0.1 -0.3
H -4.83655 -4.65355 -1.07533 0.3 -0.2 0.1
H 1.30030 0.24106 1.49349 -0.1 0.3 -0.2
C 1.32362 -2.12444 -0.91697 1.6 0.8 0.6
C 0.51092 0.96681 1.67877 -0.1 -0.7 1.0
C 3.67593 -2.74731 -0.44732 0.1 -0.3 -0.1
C 1.41102 5.12518 2.53448 0.2 -2.6 3.5
C -1.42572 -4.76761 -1.11609 0.0 -0.4 0.2
O 1.46563 -1.12338 -0.19836 -0.6 -0.7 -0.5
C -3.19031 0.10187 -2.12990 0.1 0.0 0.1
H 0.34080 -1.33116 3.05484 -0.3 0.1 0.1
C 3.96546 -4.05263 -2.90105 0.1 0.3 0.2
H 3.56137 -2.19514 0.48592 0.0 -0.3 -0.2
```
Positions in Å, forces in eV/Å.

Output
- Net charge: +1
- Kohn-Sham gap (spin up / spin down): 6.71 / 4.65 eV
- Spin multiplicity: 4
- HOMO (spin up / spin down): -9.940 / -10.426 eV
- Energy relative to the best compared isomer or geometry (same formula, charge and spin): 0.0000 eV